{
  "formula": "C9H32N2O6",
  "method": "wB97M-V/def2-TZVPD",
  "homo_ev": -5.3,
  "charge": 0,
  "gap_ev": 4.95,
  "lumo_ev": -0.317,
  "relative_energy_kcal_mol": 22.6,
  "elements": ["N", "H", "H", "H", "H", "C", "C", "C", "C", "C", "C", "N", "O", "C", "C", "C", "H", "H", "H", "H", "H", "H", "H", "H", "H", "H", "H", "H", "H", "H", "H", "H", "H", "H", "O", "H", "H", "O", "H", "H", "O", "H", "H", "O", "H", "H", "O", "H", "H"],
  "coordinates": [[-2.36009, 14.52307, 10.59261], [-1.63546, 14.57402, 9.86172], [-3.04258, 13.78146, 10.31885], [-2.86616, 15.41960, 10.62256], [-2.03377, 14.30085, 11.54988], [-6.02267, 12.10835, 7.83816], [-5.25486, 13.32252, 8.40627], [-6.21219, 14.53024, 8.14024], [-7.27271, 14.90408, 9.18239], [-6.47912, 15.00647, 10.48429], [-5.85919, 13.67282, 10.92801], [-4.99804, 13.20031, 9.85055], [-4.02398, 12.20339, 10.12500], [-6.99779, 12.70082, 11.30700], [-5.09560, 13.96069, 12.23645], [-3.90181, 13.52938, 7.68896], [-6.80377, 11.86368, 8.55365], [-5.31679, 11.27594, 7.75358], [-6.39456, 12.20787, 6.81787], [-6.77827, 14.36631, 7.21560], [-5.62367, 15.39754, 7.81805], [-8.15298, 14.26177, 9.19016], [-7.65642, 15.91463, 9.01874], [-7.18076, 15.36025, 11.24987], [-5.76546, 15.81373, 10.30956], [-7.65522, 13.10634, 12.07634], [-6.52824, 11.82779, 11.76838], [-7.45152, 12.37806, 10.37392], [-4.22312, 14.60482, 12.11882], [-4.60499, 13.01489, 12.50019], [-5.75918, 14.22578, 13.05624], [-3.36383, 14.36377, 8.14559], [-3.99449, 13.98364, 6.69221], [-3.41663, 12.56479, 7.58148], [-0.54910, 15.21273, 8.60358], [-0.52987, 15.11752, 7.64576], [0.02754, 14.49191, 8.93429], [-1.38022, 13.45103, 12.89910], [-1.92702, 14.05424, 13.42365], [-0.64336, 13.23134, 13.48195], [-2.36947, 10.71531, 11.90242], [-2.75264, 11.03155, 12.72259], [-2.74424, 11.30855, 11.21935], [0.46958, 13.04631, 9.90896], [0.44458, 13.33323, 10.82942], [0.46108, 12.08297, 9.95355], [-3.50594, 17.07823, 11.02407], [-3.44890, 17.98652, 10.70723], [-3.86224, 17.15054, 11.91766]]
}


{
  "formula": "C9H32O11",
  "method": "wB97M-V/def2-TZVPD",
  "homo_ev": -10.1,
  "charge": 0,
  "smiles": "C[C@H]1COC(=O)O1.CO.CO.CO.CO.CO.O.O.O",
  "gap_ev": 9.95,
  "lumo_ev": -0.133,
  "elements": ["C", "C", "C", "O", "C", "O", "O", "H", "H", "H", "H", "H", "H", "C", "O", "H", "H", "H", "H", "C", "O", "H", "H", "H", "H", "C", "O", "H", "H", "H", "H", "C", "O", "H", "H", "H", "H", "C", "O", "H", "H", "H", "H", "O", "H", "H", "O", "H", "H", "O", "H", "H"],
  "coordinates": [[1.89309, 5.03952, 5.10113], [1.33619, 5.38176, 3.60761], [0.61386, 4.34154, 2.79027], [-0.44488, 5.01725, 2.13800], [-0.71475, 6.09129, 2.94538], [-1.70099, 6.85309, 2.77513], [0.30963, 6.35727, 3.77172], [2.23526, 4.00461, 5.09825], [1.12054, 4.98705, 5.86827], [2.64651, 5.80238, 5.29741], [2.09346, 5.92249, 3.03990], [0.31936, 3.50182, 3.41974], [1.33071, 3.89296, 2.10252], [-2.37430, -7.25817, -2.33487], [-1.49711, -8.26120, -1.70227], [-2.08862, -7.15985, -3.38217], [-3.45254, -7.33748, -2.19625], [-2.16214, -6.28244, -1.89780], [-0.76090, -7.85947, -1.23513], [1.24741, -1.71444, -6.62129], [1.55346, -1.84818, -5.27778], [1.69139, -2.44838, -7.29384], [0.18160, -1.64633, -6.83923], [1.62763, -0.70311, -6.76537], [2.01560, -1.12168, -4.85325], [-4.33552, 2.14683, -1.76254], [-4.09480, 0.95572, -2.55916], [-5.14693, 2.70959, -2.22408], [-4.59060, 2.00348, -0.71256], [-3.40156, 2.69176, -1.90004], [-3.52630, 0.39579, -2.02542], [1.77212, 3.10844, -3.54427], [2.61454, 2.11944, -3.00963], [0.87234, 2.50627, -3.67039], [1.47554, 3.93622, -2.90013], [2.08750, 3.55640, -4.48658], [3.18875, 2.57950, -2.39300], [3.81807, -2.51260, 0.95222], [2.71582, -2.24820, 1.81998], [4.48973, -3.26667, 1.36254], [3.29043, -2.96119, 0.11051], [4.30794, -1.58594, 0.65315], [2.86078, -2.34392, 2.76413], [-2.36372, -1.19250, 5.19400], [-1.66292, -1.20551, 4.54213], [-2.44522, -2.10328, 5.47696], [-1.09539, -1.63429, -0.28736], [-0.74171, -2.37937, 0.19845], [-0.32902, -1.10294, -0.50318], [-1.91591, -5.84851, 3.60749], [-2.77491, -5.52234, 3.33924], [-2.08854, -6.35447, 4.40148]]
}


{
  "formula": "C9H33AlBrN12O6",
  "method": "wB97M-V/def2-TZVPD",
  "homo_ev": -5.1,
  "charge": -1,
  "gap_ev": 7.21,
  "lumo_ev": 2.145,
  "elements": ["C", "C", "Br", "C", "Al", "H", "H", "H", "H", "H", "H", "H", "H", "H", "C", "O", "N", "N", "H", "H", "H", "H", "C", "O", "N", "N", "H", "H", "H", "H", "C", "O", "N", "N", "H", "H", "H", "H", "C", "O", "N", "N", "H", "H", "H", "H", "C", "O", "N", "N", "H", "H", "H", "H", "C", "O", "N", "N", "H", "H", "H", "H"],
  "coordinates": [[3.57844, -0.79324, -2.23871], [2.93209, -1.67431, -3.27721], [3.04454, -0.77335, -5.04906], [1.50872, -2.09454, -3.00573], [0.06029, -0.83678, -2.33605], [4.44370, -0.27291, -2.64078], [3.91544, -1.42728, -1.42197], [2.87324, -0.04537, -1.88521], [3.53911, -2.56285, -3.41256], [1.59126, -2.93409, -2.31749], [1.13736, -2.51669, -3.94028], [-1.19688, -0.85701, -3.41221], [-0.52898, -1.37179, -0.90748], [0.56957, 0.71671, -2.22578], [2.75833, -4.89666, -1.04842], [3.67497, -4.13676, -1.30872], [2.77949, -6.22332, -1.42728], [1.64471, -4.49465, -0.37040], [2.03557, -6.86331, -1.22785], [3.58183, -6.53946, -1.93611], [1.57850, -3.52518, -0.09901], [0.86984, -5.09760, -0.16520], [-2.03312, -5.27882, -2.14537], [-1.91416, -5.84993, -1.07204], [-1.18555, -5.51072, -3.19526], [-3.01547, -4.36329, -2.39092], [-1.25679, -5.03247, -4.07295], [-0.43355, -6.15440, -3.04676], [-3.63728, -4.14212, -1.63812], [-3.09962, -3.86410, -3.25604], [-0.35164, -2.01572, 2.18127], [0.62524, -2.60253, 1.75891], [-1.62707, -2.42960, 1.91839], [-0.23912, -0.88675, 2.95902], [-2.44152, -1.94940, 2.24611], [-1.72780, -3.21510, 1.30166], [0.68608, -0.54398, 3.12810], [-1.02559, -0.37619, 3.30968], [1.82148, 3.62255, -0.55322], [0.92756, 3.88802, 0.23785], [2.91353, 2.87458, -0.20860], [1.78985, 4.04240, -1.84718], [3.63495, 2.62741, -0.85839], [2.93953, 2.49227, 0.71614], [0.97011, 4.53353, -2.14811], [2.49729, 3.80994, -2.51688], [-0.34501, 5.14050, 3.62339], [-1.27433, 5.49748, 2.92084], [-0.34025, 5.40402, 4.97789], [0.74366, 4.47297, 3.15864], [0.40288, 5.12905, 5.59020], [-1.12947, 5.89554, 5.35082], [0.80808, 4.22297, 2.17761], [1.49383, 4.20801, 3.76756], [-5.54358, 6.06120, 3.05602], [-6.37020, 6.89100, 3.40063], [-5.87754, 4.73930, 2.87919], [-4.23805, 6.35898, 2.82011], [-5.21909, 4.04373, 2.58412], [-6.83227, 4.48229, 3.03655], [-3.95310, 7.31216, 2.93650], [-3.53407, 5.68566, 2.56611]]
}


{
  "formula": "C9H34N2O7",
  "method": "wB97M-V/def2-TZVPD",
  "homo_ev": -4.6,
  "charge": 0,
  "gap_ev": 4.24,
  "lumo_ev": -0.363,
  "relative_energy_kcal_mol": 49.9,
  "elements": ["N", "H", "H", "H", "H", "C", "C", "C", "C", "C", "C", "N", "O", "C", "C", "C", "H", "H", "H", "H", "H", "H", "H", "H", "H", "H", "H", "H", "H", "H", "H", "H", "H", "H", "O", "H", "H", "O", "H", "H", "O", "H", "H", "O", "H", "H", "O", "H", "H", "O", "H", "H"],
  "coordinates": [[-19.40628, -6.37499, -17.22416], [-20.02129, -7.16777, -17.10852], [-19.26136, -5.92581, -16.33123], [-19.90794, -5.73603, -17.82430], [-18.54165, -6.68893, -17.64125], [-21.18938, -7.18092, -14.02100], [-21.23188, -5.98658, -13.10463], [-21.11001, -6.66545, -11.70496], [-20.79876, -5.65897, -10.63288], [-19.51813, -4.95937, -10.96228], [-19.54496, -4.13586, -12.29409], [-20.13937, -4.97013, -13.35643], [-19.47683, -5.09977, -14.62858], [-18.04582, -3.76729, -12.56396], [-20.33325, -2.80863, -12.01095], [-22.62431, -5.32946, -13.20057], [-20.17283, -7.50339, -14.24625], [-21.47921, -7.02646, -15.06035], [-21.68070, -8.07346, -13.63362], [-20.22749, -7.30235, -11.76522], [-22.05356, -7.16284, -11.48042], [-20.77909, -6.26115, -9.72453], [-21.69935, -5.05014, -10.55312], [-18.67966, -5.65373, -10.90800], [-19.49380, -4.30834, -10.08841], [-17.60107, -3.08528, -11.83928], [-17.94802, -3.22950, -13.50699], [-17.40403, -4.64598, -12.62806], [-19.93007, -2.13045, -11.25888], [-21.31573, -3.12089, -11.65692], [-20.33694, -2.11929, -12.85529], [-22.67831, -4.70390, -14.09156], [-22.71746, -4.63487, -12.36572], [-23.45712, -6.03170, -13.16325], [-21.40220, -8.21643, -17.22946], [-22.34654, -8.26133, -17.07967], [-21.28401, -8.55133, -18.11833], [-16.78609, -5.06264, -15.76133], [-16.12199, -4.63394, -15.22149], [-17.58608, -5.01877, -15.23756], [-18.11415, -8.78604, -15.72295], [-17.59006, -9.45974, -16.15619], [-18.80329, -9.27225, -15.27027], [-16.80817, -7.24738, -17.72481], [-16.75123, -7.93082, -17.05706], [-16.65295, -6.43220, -17.24772], [-20.27228, -4.54529, -18.84137], [-20.98864, -4.30088, -19.42731], [-19.66502, -3.80659, -18.88361], [-22.84469, -5.04606, -17.11823], [-23.74489, -5.36023, -17.20292], [-22.42779, -5.28641, -17.94567]]
}


{
  "formula": "C9H34O8",
  "method": "wB97M-V/def2-TZVPD",
  "homo_ev": -8.2,
  "charge": 0,
  "gap_ev": 8.05,
  "lumo_ev": -0.148,
  "relative_energy_kcal_mol": 456.5,
  "elements": ["C", "O", "H", "H", "H", "H", "C", "O", "H", "H", "H", "H", "C", "O", "H", "H", "H", "H", "C", "O", "H", "H", "H", "H", "C", "O", "H", "H", "H", "H", "C", "O", "H", "H", "H", "H", "C", "O", "H", "H", "H", "H", "C", "C", "O", "H", "H", "H", "H", "H", "H"],
  "coordinates": [[0.59691, -1.03079, 2.96622], [-0.79902, -0.73370, 3.01380], [0.92786, -1.28378, 3.97348], [0.89606, -1.84608, 2.30751], [1.13390, -0.11029, 2.73722], [-1.20956, -1.60040, 3.05716], [2.67622, 0.81466, 0.18458], [3.73005, 1.72203, 0.25636], [2.90072, -0.19314, -0.16477], [2.32692, 0.65027, 1.20392], [1.73646, 1.18584, -0.22428], [3.97745, 1.93306, -0.64688], [-1.60921, 2.19537, 0.37105], [-2.06231, 3.54462, 0.48760], [-2.19113, 1.79141, -0.45736], [-0.56709, 2.02853, 0.09857], [-1.90864, 1.50530, 1.15988], [-2.94581, 3.60860, 0.11756], [-1.11655, 1.83865, -2.00566], [-2.48216, 2.17719, -1.96601], [-0.77308, 1.09318, -1.28843], [-0.99926, 1.34175, -2.96870], [-0.53880, 2.76116, -1.94851], [-2.66046, 2.94751, -2.51045], [-0.23679, -0.58352, 0.49710], [-0.27511, 0.62368, -0.27796], [0.42806, -0.44353, 1.34943], [-1.19764, -0.88341, 0.91536], [0.07610, -1.44984, -0.08573], [0.45491, 0.73626, -0.89114], [1.23925, 2.13899, -1.64631], [1.11571, 0.71487, -1.76163], [1.13361, 2.56034, -2.64601], [0.54556, 2.63933, -0.97061], [2.21257, 2.34698, -1.20192], [1.62023, 0.34475, -2.48969], [-2.59796, -0.81465, 1.55284], [-3.71244, -0.33021, 2.24097], [-2.79905, -1.23051, 0.56557], [-1.87645, -0.00894, 1.41736], [-2.01970, -1.55960, 2.09944], [-4.08247, 0.39799, 1.73657], [0.83052, -4.51415, -0.82912], [1.54239, -3.14159, -0.85003], [0.83588, -2.04102, -1.39039], [1.04038, -5.03440, -1.76367], [-0.25013, -4.37279, -0.81162], [1.16251, -5.16784, -0.02253], [2.58287, -3.20971, -1.16764], [1.77990, -2.78385, 0.15183], [1.40781, -1.27456, -1.47434]]
}


- Which value of charge does entry 1 give?
  0